No. 1
Molecular formula: C33H30FN4O8RhS
Method: DFT, ωB97M-V/def2-TZVPD

Computed properties:
- Calculated total energy: -73611.5186 eV
- Multiplicity: 1
- Relative energy (zero: lowest compared OMol25 entry of this formula, charge and spin): 0.000 eV
- Kohn-Sham gap: 6.95 eV

```
78
Properties=species:S:1:pos:R:3:forces:R:3
Rh -1.37905 -1.14529 -0.47997 0.868 0.137 0.758
O -2.27316 -0.97773 -2.21440 0.608 0.354 -0.454
C -3.53535 -1.00911 -2.52317 -0.051 -0.107 0.132
C -3.87248 -0.76766 -3.87504 -0.020 0.022 0.039
C -5.17809 -0.77504 -4.29407 -0.035 -0.014 -0.003
C -6.21989 -1.04243 -3.39683 0.008 0.021 -0.032
C -5.90943 -1.30322 -2.08487 0.053 -0.006 0.002
C -4.58346 -1.29191 -1.62545 0.052 0.028 0.047
C -4.28633 -1.54726 -0.22855 0.037 0.066 -0.103
N -3.09762 -1.65080 0.35467 -0.038 -0.499 0.152
C -3.30061 -1.82825 1.71245 0.068 -0.117 -0.188
C -4.62851 -1.86079 1.94742 -0.019 0.000 0.003
N -5.23298 -1.68391 0.72352 -0.026 -0.056 0.054
H -3.05711 -0.57954 -4.56106 0.000 0.011 -0.003
H -5.40309 -0.57846 -5.33505 -0.002 0.000 -0.001
H -7.24824 -1.04639 -3.72943 0.000 -0.024 -0.003
H -6.71946 -1.53436 -1.40225 -0.003 0.017 -0.003
H -2.47811 -1.92860 2.38904 0.089 -0.008 0.036
H -5.18671 -1.99045 2.85586 -0.006 0.001 -0.003
H -6.22071 -1.64302 0.55446 0.008 0.025 -0.004
C 5.68758 -2.75720 0.69098 -0.028 -0.001 0.000
C 5.04703 -1.82253 1.70317 0.032 -0.010 -0.003
C 5.51672 -2.11441 3.11945 -0.048 0.001 0.030
C 4.98190 -1.05245 4.06366 -0.035 -0.020 -0.027
C 3.48450 -0.95369 3.93605 0.014 0.009 -0.017
C 2.72482 -0.46435 4.97114 -0.013 0.002 -0.003
C 1.33645 -0.40929 4.86320 0.033 -0.022 0.005
F 0.64031 0.07792 5.90503 -0.001 0.011 0.007
C 0.68180 -0.84249 3.75132 -0.048 0.017 0.004
C 1.43315 -1.34354 2.67761 -0.011 -0.077 0.067
C 0.75128 -1.78678 1.47308 -0.135 -0.360 -0.296
O -0.51396 -1.69379 1.37782 0.208 0.895 0.180
C 1.54974 -2.33432 0.45872 0.022 0.070 -0.047
C 2.91020 -2.34405 0.60695 -0.005 0.022 -0.029
N 3.56207 -1.88279 1.67956 -0.010 0.011 0.055
C 2.83322 -1.39391 2.76110 0.036 0.025 -0.040
C 0.99876 -2.98827 -0.79858 0.122 0.122 -0.009
O 1.77848 -3.69884 -1.41985 -0.015 -0.047 -0.013
O -0.21478 -2.76599 -1.11508 -1.104 -0.287 -0.313
H 6.76105 -2.77086 0.87528 0.004 0.013 -0.009
H 5.53591 -2.43426 -0.33743 -0.011 -0.010 0.001
H 5.31022 -3.77535 0.79682 0.019 -0.007 0.014
H 5.32162 -0.79055 1.45743 -0.004 -0.001 -0.009
H 6.60580 -2.13960 3.13834 0.002 0.017 -0.010
H 5.15355 -3.10265 3.41686 0.042 -0.018 -0.009
H 5.43521 -0.08678 3.81929 0.016 -0.001 0.015
H 5.24472 -1.27663 5.09762 -0.001 0.015 0.006
H 3.19684 -0.12647 5.88517 -0.008 -0.010 0.009
H -0.39544 -0.79943 3.67901 -0.003 0.006 -0.029
H 3.48732 -2.76090 -0.20402 -0.009 -0.020 0.012
C -2.12511 5.52870 -3.87581 0.022 -0.008 0.009
C -1.25446 4.40754 -3.38071 -0.010 0.016 -0.023
C 0.02755 4.65784 -2.89732 0.001 0.010 0.019
C 0.81267 3.62956 -2.40839 0.020 -0.041 -0.079
C 0.30219 2.33940 -2.39690 -0.069 0.068 0.031
C -0.96506 2.05890 -2.89046 0.019 -0.004 0.048
C -1.72700 3.09876 -3.38994 0.002 0.016 -0.010
S 1.24914 1.03568 -1.70666 -0.152 0.131 -0.262
O 0.29838 -0.02524 -1.47081 0.210 -0.394 0.409
O 2.40155 0.75847 -2.50849 0.041 -0.075 0.060
N 1.86201 1.56033 -0.28225 0.006 0.040 -0.041
C 1.09753 2.28510 0.75048 -0.077 -0.051 0.011
C -0.10195 1.49128 1.23480 0.039 -0.050 -0.057
C -1.36410 1.69925 0.41139 -0.181 0.081 -0.173
O -1.73640 2.84163 0.20840 0.019 0.052 0.026
O -2.04695 0.66513 0.01958 -0.549 0.077 -0.128
H -1.64637 6.49593 -3.73016 -0.001 0.002 -0.011
H -3.07631 5.53555 -3.34238 -0.003 0.000 -0.005
H -2.34322 5.41190 -4.93868 -0.004 0.000 0.000
H 0.40654 5.67237 -2.89016 0.009 -0.004 -0.008
H 1.81443 3.82897 -2.04711 -0.018 0.020 0.046
H -1.35080 1.04756 -2.85539 -0.027 0.012 0.021
H -2.72115 2.89209 -3.76754 -0.010 -0.007 0.023
H 2.77874 1.94330 -0.47224 0.015 -0.008 0.063
H 0.77227 3.27368 0.41548 0.009 -0.017 -0.072
H 1.80292 2.40844 1.57314 -0.005 0.054 -0.005
H -0.36755 1.82721 2.23929 0.057 -0.004 0.019
H 0.16482 0.44914 1.28186 -0.014 -0.116 0.122
```
Positions in Å, forces in eV/Å.

Mulliken population analysis, charges in e, atoms 1 to 4: atom 1 (Rh): 1.150, atom 2 (O): -0.388, atom 3 (C): 0.551, atom 4 (C): -0.693


No. 2
Molecular formula: C3H7O4PS
Method: DFT, ωB97M-V/def2-TZVPD

Computed properties:
- Calculated total energy: -31539.4184 eV
- Multiplicity: 1
- Relative energy (zero: lowest compared OMol25 entry of this formula, charge and spin): 1.327 eV
- Total charge: -2
- Kohn-Sham gap: 5.71 eV
- SMILES: C[C@H](S)[C@H](O)P(=O)([O-])[O-]

```
16
Properties=species:S:1:pos:R:3:forces:R:3
C -0.49479 -1.03391 0.83187 -0.095 -0.969 0.645
C -0.45151 0.43642 0.76029 0.123 0.981 -0.458
S -1.89818 1.23633 -0.04794 0.149 -0.092 -0.324
C 0.78571 0.95534 -0.04556 0.014 -0.447 1.868
O 0.51219 0.88715 -1.39286 1.067 -0.157 -1.233
P 2.57364 0.14508 0.16792 0.419 0.744 -1.471
O 3.56710 1.30698 0.08360 -0.697 -0.472 0.580
O 2.47964 -0.56970 -1.24000 -0.279 0.398 0.598
O 2.63718 -0.77330 1.35885 -0.109 -0.061 0.275
H -0.70523 -1.43526 -0.11491 -0.909 -0.716 -1.386
H -1.06559 -1.59245 1.64566 0.724 1.038 -0.875
H 0.56546 -1.13249 0.84164 0.979 -1.581 1.159
H -0.26917 0.79023 1.73758 -0.251 0.812 1.283
H -1.05234 1.08329 -1.20304 -0.726 0.223 0.383
H 0.92387 1.96388 0.27652 0.054 1.164 0.220
H 1.44593 0.30984 -1.54575 -0.464 -0.864 -1.263
```
Positions in Å, forces in eV/Å.

natural (NBO) population analysis, charges in e, atoms 1 to 4: atom 1 (C): -0.668, atom 2 (C): -0.307, atom 3 (S): -0.340, atom 4 (C): -0.267


No. 3
Molecular formula: C25H37N3O12
Method: DFT, ωB97M-V/def2-TZVPD

Computed properties:
- Calculated total energy: -55554.9517 eV
- Multiplicity: 1
- Kohn-Sham gap: 6.77 eV
- SMILES: C=C[C@](C#N)(CC#N)NCCC.C[C@@H]1COC(=O)O1.C[C@@H]1COC(=O)O1.C[C@@H]1COC(=O)O1.C[C@@H]1COC(=O)O1

```
77
Properties=species:S:1:pos:R:3:forces:R:3
C -2.97068 -0.36282 3.14803 -0.831 -1.265 0.425
C -3.60869 -1.45432 3.93323 0.590 0.796 -1.089
C -3.01986 -2.99147 4.10256 0.014 1.070 1.489
C -4.27377 -4.04247 3.75709 -7.194 -4.088 -4.202
N -5.25855 -4.74113 3.23772 9.298 6.413 4.988
C -2.64765 -3.13708 5.72666 1.195 0.334 0.805
C -0.98907 -3.11037 5.93481 8.346 -1.884 -1.842
N 0.31098 -3.24986 5.83017 -12.169 1.483 1.188
N -1.84410 -3.30841 3.20331 -1.883 -0.725 0.432
C -2.25170 -3.42971 1.73968 -0.405 -1.522 -1.620
C -1.01742 -3.17549 0.68359 0.484 0.311 0.212
C -0.64536 -1.60039 0.42298 0.367 0.268 -0.824
H -2.03880 0.26991 3.47704 -0.693 -2.584 -1.284
H -3.39524 -0.13327 2.05716 -0.185 0.940 3.220
H -4.61448 -1.19476 4.51940 1.330 -1.343 -2.597
H -3.13617 -4.08770 6.20447 1.388 1.654 -0.864
H -3.03518 -2.19334 6.34643 0.799 -2.140 -1.619
H -1.56550 -4.29707 3.47553 -0.128 1.744 -0.279
H -3.20094 -2.79689 1.45388 2.084 -0.997 0.784
H -2.57593 -4.56957 1.59499 0.492 2.392 0.066
H -1.28182 -3.65921 -0.36908 0.426 0.884 2.388
H -0.03985 -3.70930 1.08257 -2.124 0.895 -0.702
H -0.95976 -0.86450 1.27752 0.479 -1.614 -1.570
H 0.52557 -1.44461 0.25151 -2.640 -0.499 0.390
H -1.18227 -1.25658 -0.57843 1.050 -0.575 2.229
C 0.37472 3.40410 -1.04552 0.128 0.013 0.409
C -0.72096 2.41483 -1.38607 1.456 0.885 -0.246
C -2.00765 3.05622 -1.81092 -0.082 0.888 -0.638
O -2.96370 2.06650 -1.47202 -0.008 -0.731 1.491
C -2.43379 1.36210 -0.42534 -0.598 -0.676 0.606
O -3.05050 0.55704 0.24811 0.892 1.401 -1.365
O -1.11794 1.68463 -0.23680 -1.630 -0.734 0.518
H 1.18380 2.90812 -0.49897 -0.039 -0.019 -0.238
H 0.78626 3.85981 -1.95091 -0.088 -0.127 0.067
H 0.00144 4.20284 -0.39553 -0.051 -0.069 -0.112
H -0.36054 1.69503 -2.13118 -0.131 0.377 0.583
H -2.03740 3.27197 -2.88237 -0.152 -0.071 0.525
H -2.24727 3.96921 -1.25457 0.196 -0.067 0.140
C -2.93175 -1.63762 -6.37593 0.067 0.157 -0.343
C -2.31871 -1.10931 -5.09523 -0.531 -1.039 -0.909
C -3.32603 -0.71648 -4.05675 -0.564 -0.654 0.373
O -2.61886 0.25310 -3.30292 1.051 0.568 -0.663
C -1.71261 0.81914 -4.15780 0.839 1.233 -0.004
O -1.06040 1.81706 -3.91126 -1.240 -2.421 -1.783
O -1.63845 0.11342 -5.32720 0.204 1.001 1.040
H -2.18719 -1.65694 -7.17878 -0.058 -0.132 0.208
H -3.32568 -2.64826 -6.23379 0.098 0.131 0.032
H -3.74796 -0.99391 -6.72124 0.099 -0.049 0.148
H -1.58927 -1.82804 -4.70210 -0.098 0.073 0.078
H -3.62701 -1.55507 -3.42302 0.102 0.257 0.056
H -4.22175 -0.24144 -4.47211 0.124 -0.111 -0.124
C 2.82645 0.96562 5.12954 0.285 0.230 0.074
C 2.18418 0.81959 3.76525 0.030 0.001 1.461
C 2.16848 -0.58777 3.24895 -0.540 -0.732 0.494
O 2.12927 -0.39327 1.84572 0.596 1.065 -0.651
C 2.73741 0.80906 1.60681 0.444 0.544 -1.623
O 3.05269 1.21654 0.50383 -0.612 -0.785 2.089
O 2.94428 1.49150 2.77408 -0.001 -0.339 -1.382
H 3.04962 2.01721 5.33849 -0.197 -0.141 -0.013
H 2.16971 0.58007 5.91493 0.041 0.043 -0.157
H 3.77902 0.42727 5.18037 -0.167 0.003 -0.087
H 1.17996 1.26083 3.77229 0.029 -0.129 -0.067
H 1.29385 -1.15065 3.58604 0.089 0.016 -0.217
H 3.07457 -1.15406 3.49146 -0.044 0.177 0.138
C 3.95611 2.03253 -2.42571 -0.229 0.168 -0.101
C 5.24563 2.16192 -3.21027 -1.158 -0.649 0.723
C 6.45182 2.41905 -2.35796 0.313 -0.566 0.601
O 7.31947 3.08687 -3.25774 -0.255 0.597 -0.819
C 6.51699 3.72265 -4.16567 0.677 1.615 -1.580
O 6.90599 4.54488 -4.97474 -0.790 -1.747 1.740
O 5.21854 3.31075 -4.04158 1.119 0.593 -0.341
H 3.09109 2.11199 -3.09259 0.161 -0.163 0.011
H 3.91163 1.07386 -1.90059 0.016 0.192 -0.061
H 3.85731 2.83582 -1.68763 0.120 -0.163 -0.067
H 5.38364 1.28575 -3.85563 0.120 0.050 0.076
H 6.91137 1.49806 -1.98912 0.072 0.204 -0.131
H 6.25635 3.08627 -1.51114 -0.201 -0.116 -0.079
```
Positions in Å, forces in eV/Å.

Mulliken population analysis, charges in e, atoms 1 to 4: atom 1 (C): -0.402, atom 2 (C): -0.621, atom 3 (C): 1.041, atom 4 (C): 0.002